The ion C5H11NS2 with charge -2, computed with ωB97M-V/def2-TZVPD.

```
19
Properties=species:S:1:pos:R:3
S 4.255 0.739 -0.878
C 2.617 -0.038 -0.795
C 1.967 -0.019 0.622
C 0.500 0.372 0.617
N -0.322 -0.575 -0.173
C -1.705 -0.099 -0.389
C -2.646 -0.610 0.716
S -4.425 -0.152 0.443
H 2.757 -1.067 -1.124
H 2.017 0.447 -1.565
H 2.085 -1.036 1.022
H 2.614 0.645 1.194
H 0.271 1.379 0.285
H 0.108 0.352 1.648
H -0.368 -1.464 0.304
H -2.002 -0.409 -1.399
H -1.797 0.981 -0.422
H -2.549 -1.707 0.684
H -2.463 -0.340 1.753
```

Output
- SMILES = [S-]CCCNCC[S-]
- total charge = -2
- HOMO level (eV) = -0.19
- energy relative to the best compared isomer or geometry (same formula, charge and spin) (kcal/mol) = 10.7

These are the Löwdin partial charges, in e, on atoms 1 to 4: atom 1 (S): -0.0152, atom 2 (C): -0.8103, atom 3 (C): -0.2999, atom 4 (C): -0.2692

A cluster of 2 separate species, C5H11O in total, computed with ωB97M-V/def2-TZVPD.

```
17
Properties=species:S:1:pos:R:3
C -0.723 -2.313 -1.116
O -0.872 -1.793 0.164
H 0.356 -2.569 -1.319
H -1.298 -3.245 -1.253
H -0.996 -1.585 -1.871
C -0.442 0.573 1.924
C 0.422 0.372 0.677
C 0.264 1.352 -0.408
C 1.271 1.890 -1.138
H -1.502 0.730 1.702
H -0.327 -0.361 2.516
H -0.166 1.486 2.448
H -0.035 -0.710 0.341
H 1.471 0.190 0.910
H -0.738 1.599 -0.745
H 1.035 2.547 -2.028
H 2.280 1.836 -0.805
```

Output
- total charge = -1
- HOMO level (eV) = -2.32
- energy relative to the best compared isomer or geometry (same formula, charge and spin) (kcal/mol) = 31.3

These are the Löwdin partial charges, in e, on atoms 1 to 4: atom 1 (C): -0.3586, atom 2 (O): -0.3952, atom 3 (H): 0.0500, atom 4 (H): 0.0342

A cluster of 2 separate species, C5H11O2 in total, computed with ωB97M-V/def2-TZVPD.

```
18
Properties=species:S:1:pos:R:3
C 1.659 0.915 -2.066
C 2.031 0.194 -0.765
C 0.226 0.617 -2.593
H 1.697 1.976 -1.790
H 2.421 0.660 -2.804
H 1.160 0.211 -0.113
H -0.470 1.430 -2.421
H 0.364 0.408 -3.652
H 2.954 0.523 -0.289
H 2.186 -0.867 -1.021
H -0.232 -0.228 -2.078
C -0.036 -0.730 2.354
C -1.213 -0.438 1.390
O -2.342 -0.607 1.894
O -0.940 -0.063 0.220
H 0.941 -0.745 1.886
H -0.163 -1.715 2.820
H -0.186 -0.056 3.200
```

Output
- total charge = -1
- HOMO level (eV) = -4.01
- energy relative to the best compared isomer or geometry (same formula, charge and spin) (kcal/mol) = 8.7

These are the Löwdin partial charges, in e, on atoms 1 to 4: atom 1 (C): -0.3131, atom 2 (C): -0.1454, atom 3 (C): -0.1204, atom 4 (H): 0.0862

A cluster of 2 separate species, C5H11O2 in total, computed with ωB97M-V/def2-TZVPD.

```
18
Properties=species:S:1:pos:R:3
C -1.964 0.604 -2.427
C -1.189 0.418 -1.017
O -1.517 1.431 -0.328
O -0.444 -0.524 -0.796
H -1.664 -0.099 -3.202
H -1.748 1.603 -2.807
H -2.938 0.669 -2.108
C 1.775 -1.083 1.341
C 2.182 0.226 0.589
C 0.846 -0.927 2.467
H 1.229 -1.808 0.602
H 2.698 -1.728 1.508
H 2.375 1.111 1.226
H 1.269 0.279 -0.120
H -0.193 -0.578 2.186
H 0.620 -1.994 2.801
H 3.047 0.165 -0.092
H 1.089 -0.304 3.287
```

Output
- total charge = -1
- HOMO level (eV) = -3.79
- energy relative to the best compared isomer or geometry (same formula, charge and spin) (kcal/mol) = 27.0

These are the Löwdin partial charges, in e, on atoms 1 to 4: atom 1 (C): -0.0545, atom 2 (C): -0.7547, atom 3 (O): -0.1286, atom 4 (O): -0.0666